Entry 1:
Formula: C4H8O3
Source: the OMol25 dataset
Level of theory: ωB97M-V/def2-TZVPD

Geometry as ORCA input:
```
! RIJCOSX wB97M-V def2-TZVPD def2/J DEFGRID3
* xyz 0 1
O -0.444 1.147 -0.694
C -1.671 0.370 -0.584
C -1.017 -0.846 0.076
C 0.369 -0.200 -0.103
O 0.995 -0.395 -1.246
C 1.253 0.083 1.091
O 2.456 0.665 0.697
H 0.230 0.626 -1.534
H -2.118 0.214 -1.567
H -2.385 0.899 0.049
H -1.077 -1.791 -0.471
H -1.315 -0.983 1.121
H 0.737 0.737 1.803
H 1.401 -0.896 1.582
H 2.587 0.369 -0.221
*
```

Values from the calculation:
- Energy above the lowest of the compared OMol25 structures with the same formula, charge and spin: 80.2 kcal per mole
- Total energy: -10417.5262 eV

***

Entry 2:
Formula: C4H8O3
Source: the OMol25 dataset
Level of theory: ωB97M-V/def2-TZVPD

Geometry as ORCA input:
```
! RIJCOSX wB97M-V def2-TZVPD def2/J DEFGRID3
* xyz 0 1
C -0.697 -1.654 -1.269
C -0.028 -0.626 -0.355
O 1.299 -0.361 -0.729
C -0.817 0.667 -0.365
O -0.330 1.694 -0.790
H -1.702 -1.903 -0.910
H -0.097 -2.567 -1.278
H -0.771 -1.279 -2.295
H -0.038 -1.006 0.675
H 1.282 0.528 -1.125
H -1.864 0.626 -0.017
C 0.951 1.478 2.113
O -0.071 0.850 2.250
H 1.132 2.105 1.221
H 1.752 1.450 2.874
*
```

Values from the calculation:
- Energy above the lowest of the compared OMol25 structures with the same formula, charge and spin: 48.3 kcal per mole
- Total energy: -10418.9085 eV

***

Entry 3:
Formula: C4H8O3
Source: the OMol25 dataset
Level of theory: ωB97M-V/def2-TZVPD

Geometry as ORCA input:
```
! RIJCOSX wB97M-V def2-TZVPD def2/J DEFGRID3
* xyz 0 1
O -1.798 -0.158 0.604
C -0.605 -0.089 0.457
C 0.130 -1.611 0.168
O -0.919 -2.483 -0.053
C 0.252 1.163 0.721
C 0.513 1.587 -0.736
O -0.060 0.510 -1.479
H 0.890 -1.861 -0.623
H 0.668 -1.754 1.113
H -1.703 -1.988 0.251
H -0.302 1.903 1.311
H 1.154 0.884 1.277
H -0.008 2.517 -1.002
H 1.572 1.717 -0.996
H 0.216 -0.337 -1.013
*
```

Values from the calculation:
- Energy above the lowest of the compared OMol25 structures with the same formula, charge and spin: 72.2 kcal per mole
- Total energy: -10417.8708 eV

***

Entry 4:
Formula: C4H8O3
Source: the OMol25 dataset
Level of theory: ωB97M-V/def2-TZVPD

Geometry as ORCA input:
```
! RIJCOSX wB97M-V def2-TZVPD def2/J DEFGRID3
* xyz 0 1
C 2.053 1.331 0.818
O 0.817 0.716 0.811
C -1.312 -0.295 1.498
C -1.126 -0.211 0.125
O -0.747 0.876 -0.379
O -1.137 -1.364 -0.581
C -0.807 -1.228 -1.956
H 1.998 2.405 1.051
H 2.599 1.183 -0.128
H 2.647 0.841 1.606
H -1.407 -1.251 1.999
H -1.393 0.624 2.060
H -1.520 -0.568 -2.461
H 0.202 -0.826 -2.089
H -0.867 -2.233 -2.375
*
```

Values from the calculation:
- Energy above the lowest of the compared OMol25 structures with the same formula, charge and spin: 134.3 kcal per mole
- Total energy: -10415.1804 eV

***

Entry 5:
Formula: C4H8O3
Source: the OMol25 dataset
Level of theory: ωB97M-V/def2-TZVPD

Geometry as ORCA input:
```
! RIJCOSX wB97M-V def2-TZVPD def2/J DEFGRID3
* xyz 0 1
C 2.435 -0.983 1.200
O 1.144 -1.220 0.641
C 0.308 -0.169 0.666
O 0.596 0.903 1.147
C -0.981 -0.491 -0.032
C -1.267 1.620 -1.823
O -2.576 1.681 -1.702
H 2.354 -0.710 2.255
H 2.978 -1.921 1.088
H 2.945 -0.179 0.664
H -1.181 -1.561 -0.061
H -1.808 0.051 0.433
H -0.903 2.119 -0.894
H -0.874 -0.154 -1.078
H -2.962 1.222 -2.464
*
```

Values from the calculation:
- Energy above the lowest of the compared OMol25 structures with the same formula, charge and spin: 90.1 kcal per mole
- Total energy: -10417.0966 eV

***

Entry 6:
Formula: C4H8O3
Source: the OMol25 dataset
Level of theory: ωB97M-V/def2-TZVPD

Geometry as ORCA input:
```
! RIJCOSX wB97M-V def2-TZVPD def2/J DEFGRID3
* xyz 0 1
C -1.792 0.823 -0.856
C -0.725 0.141 -0.007
O -1.235 -0.975 0.674
C 0.439 -0.335 -0.877
O 0.700 -1.522 -0.928
H -1.419 1.759 -1.286
H -2.649 1.053 -0.216
H -2.127 0.159 -1.658
H -0.361 0.867 0.731
H -0.825 -1.740 0.231
H 1.012 0.389 -1.475
C 2.253 -0.170 1.424
O 1.932 0.763 0.729
H 2.307 -1.202 1.028
H 2.490 -0.011 2.487
*
```

Values from the calculation:
- Energy above the lowest of the compared OMol25 structures with the same formula, charge and spin: 51.7 kcal per mole
- Total energy: -10418.7637 eV

***

Entry 7:
Formula: C4H8O3
Source: the OMol25 dataset
Level of theory: ωB97M-V/def2-TZVPD

Geometry as ORCA input:
```
! RIJCOSX wB97M-V def2-TZVPD def2/J DEFGRID3
* xyz 0 1
O 0.778 1.827 0.013
C -0.064 1.037 0.393
C -1.510 1.229 -0.040
O -1.573 1.849 -1.292
C 0.271 -0.215 1.160
C 0.620 -1.279 0.097
O -0.001 -2.491 0.474
H -2.034 0.266 -0.077
H -1.998 1.833 0.746
H -0.740 2.341 -1.374
H 1.105 -0.041 1.845
H -0.595 -0.581 1.722
H 0.264 -0.950 -0.896
H 1.716 -1.375 0.030
H 0.113 -3.119 -0.250
*
```

Values from the calculation:
- Energy above the lowest of the compared OMol25 structures with the same formula, charge and spin: 35.3 kcal per mole
- Total energy: -10419.4717 eV

***

Entry 8:
Formula: C4H8O3
Source: the OMol25 dataset
Level of theory: ωB97M-V/def2-TZVPD

Geometry as ORCA input:
```
! RIJCOSX wB97M-V def2-TZVPD def2/J DEFGRID3
* xyz 0 1
C 0.588 1.634 -1.367
C -0.289 1.585 -0.134
O 0.113 0.507 0.736
C -0.288 -0.702 0.353
O -0.909 -0.946 -0.659
C 0.092 -1.772 1.350
O -0.238 -3.036 0.859
H 1.609 1.921 -1.118
H 0.604 0.668 -1.873
H 0.197 2.368 -2.072
H -1.338 1.435 -0.410
H -0.176 2.483 0.478
H 1.170 -1.698 1.548
H -0.436 -1.556 2.293
H -0.699 -2.891 0.017
*
```

Values from the calculation:
- Energy above the lowest of the compared OMol25 structures with the same formula, charge and spin: 17.3 kcal per mole
- Total energy: -10420.2535 eV

***

Question: The lowest total energy belongs to which entry?
Answer: number 8